[1]
Density functional theory data (ωB97M-V/def2-TZVPD) for C8H14N2 as an isolated structure.

LUMO energy = 0.747 eV
Net charge = 0
Gap between HOMO and LUMO = 7.61 eV
HOMO energy = -6.86 eV
Spin multiplicity = 1

The geometry in XYZ format:
```
24
Properties=species:S:1:pos:R:3:forces:R:3
C 0.1101 2.9548 -0.0161 0.1 1.4 -1.0
C -0.4889 2.5500 1.1893 -0.5 -2.0 -1.5
C 0.4039 1.8401 -0.7705 -0.4 1.1 0.8
C -0.6938 1.1708 1.0674 2.7 1.3 -2.4
C 0.6573 -1.0507 -1.9334 2.1 -0.9 0.8
C -1.1744 -1.6920 -0.3752 2.9 -0.4 -1.6
C 1.2396 -1.4131 0.4959 0.4 -1.3 0.4
C 0.1829 -1.0243 -0.4470 -1.0 3.7 -1.5
N -0.0995 0.7796 -0.1381 -0.9 -4.5 1.8
N -1.1159 0.2129 1.9259 -1.9 -0.1 1.9
H 0.0901 3.9977 -0.3888 0.5 -0.8 0.3
H -0.9546 3.1808 1.8636 -0.6 1.0 1.4
H 0.7536 1.7095 -1.7346 0.8 0.2 -1.7
H 1.3957 -0.2237 -2.0572 -0.5 -0.7 -0.2
H 1.2771 -2.0838 -2.1298 -1.8 2.4 0.4
H -0.1846 -0.9195 -2.6275 0.4 -0.2 0.2
H -1.2318 -2.2777 0.4620 0.1 -2.0 2.1
H -1.9630 -1.0466 -0.2245 -1.8 1.6 -0.8
H -1.0288 -2.2860 -1.2906 -1.7 -0.2 0.4
H 1.7045 -2.3967 0.3497 -0.6 -0.2 -0.5
H 2.0450 -0.7710 0.3673 1.6 1.5 -0.1
H 0.9871 -1.4182 1.5341 -0.4 0.2 0.7
H -1.4760 0.7054 2.7578 0.4 -1.1 -0.4
H -0.4356 -0.4982 2.1205 0.1 0.0 0.5
```
Forces are in eV/Å.

***

[2]
Density functional theory data (ωB97M-V/def2-TZVPD) for C23H43Cl2F5N3O5PbSiTe as an isolated structure.

LUMO energy = 1.432 eV
Net charge = -1
Gap between HOMO and LUMO = 4.77 eV
HOMO energy = -3.34 eV
Spin multiplicity = 1

The geometry in XYZ format:
```
84
Properties=species:S:1:pos:R:3:forces:R:3
C 0.2756 4.6003 -4.1819 -0.1 0.3 -0.8
C 0.1923 4.4923 -2.7021 0.2 -0.3 0.7
H 0.1542 5.6237 -4.5386 -0.2 0.1 0.1
H -0.4680 3.9826 -4.6862 -0.1 -0.1 0.2
H 1.2388 4.2926 -4.6009 0.1 -0.3 0.4
C 0.0600 5.5499 -1.9051 0.3 -0.5 -0.2
C -0.0782 6.9620 -2.3293 -0.2 0.8 0.0
H 0.0624 5.3840 -0.8473 0.0 -0.1 0.4
H -0.9371 7.0847 -2.9827 -0.2 0.2 -0.2
H 0.7819 7.3846 -2.8492 0.2 -0.1 -0.1
H -0.2315 7.5949 -1.4534 -0.1 0.1 0.0
Pb -1.1358 -1.7226 0.6523 0.0 0.8 -0.2
Cl -2.8578 -2.0816 -2.4084 0.1 -0.1 0.0
C 0.4627 0.1878 2.9090 -0.6 -0.3 -0.5
O -0.6606 -0.3497 2.7189 1.1 0.6 0.3
N 1.0065 0.3073 4.1238 -0.3 -0.2 0.0
C 0.1811 -0.1242 5.2472 0.2 0.2 -0.2
C 2.3337 0.8951 4.3225 -0.2 0.3 -0.3
H 1.0621 0.5617 2.0704 -0.1 -0.1 0.2
H -0.4963 -0.8902 4.8534 0.2 0.2 0.4
H -0.4142 0.7239 5.6149 0.1 -0.3 0.1
H 0.8236 -0.5101 6.0405 -0.1 0.0 0.0
H 2.9893 0.6164 3.4778 -0.3 0.1 0.5
H 2.7426 0.5282 5.2736 -0.1 0.0 -0.4
H 2.2696 1.9972 4.3605 0.1 -0.5 0.1
H 1.6030 -6.1901 1.9272 -0.2 0.2 0.0
H 3.0064 -6.6726 0.4343 0.1 0.0 -0.4
C 1.0320 -5.4162 1.4039 -0.1 0.4 0.2
C 2.7394 -5.9114 -0.3081 -0.2 0.0 -0.2
N 1.3794 -5.4844 -0.0064 -0.1 0.0 0.1
H 1.2745 -4.4291 1.8286 -0.1 -0.3 0.0
C 0.5806 -4.8417 -0.8923 -0.6 0.8 0.5
O -0.3538 -4.1008 -0.5376 1.1 -1.5 -0.8
H 3.4726 -5.0925 -0.2368 -0.3 -0.1 0.0
H 0.8209 -5.0615 -1.9602 -0.1 0.3 0.5
H -0.0433 -5.5999 1.5271 0.3 0.1 0.0
H 2.7719 -6.3355 -1.3161 0.1 0.0 0.1
H -3.4780 1.8012 -2.2254 -0.1 0.0 0.3
H -3.0546 3.9785 -0.7151 -0.1 -0.1 0.2
C -4.2011 1.5951 -1.4212 0.1 -0.1 0.0
C -3.6792 3.4799 0.0425 0.1 0.1 -0.1
N -3.6640 2.0453 -0.1476 0.4 -0.1 0.6
H -4.4113 0.5254 -1.3868 0.1 0.1 0.0
C -3.0805 1.2150 0.7458 -0.4 -0.7 -0.4
O -3.1325 -0.0233 0.6553 -0.4 1.1 0.7
H -3.3280 3.7257 1.0535 -0.1 0.0 -0.3
H -2.5644 1.7356 1.5935 -0.3 -0.3 -0.5
H -5.1193 2.1680 -1.5931 0.0 -0.2 -0.1
H -4.6983 3.8596 -0.1002 0.0 -0.1 0.2
O -0.6205 2.2053 -2.5769 -1.9 1.3 0.2
C 0.3173 3.0562 -2.1627 0.4 -0.6 -0.1
C -0.2884 3.3427 0.3529 -0.1 0.5 0.4
C 0.6211 3.0072 -0.6435 -0.2 0.3 -0.9
H -1.3159 3.5859 0.0704 0.6 -0.3 0.1
C 0.1438 3.5389 1.6740 -0.5 -0.1 -0.6
H 1.1889 2.6495 -2.6942 1.4 0.5 0.4
C 1.9177 2.7006 -0.2918 0.5 0.2 0.3
H -0.5897 3.8799 2.4223 0.5 -0.2 -0.2
C 1.4895 3.3518 1.9834 0.1 0.3 0.1
C 2.3840 2.9266 1.0017 -0.2 -0.5 -0.1
H 2.5552 2.3326 -1.0924 0.2 0.2 0.3
H 1.8452 3.6006 2.9782 0.0 -0.1 0.0
H 3.4276 2.7067 1.2283 -0.2 0.2 0.1
Si -1.5738 -1.4612 -3.9986 0.3 0.8 0.7
Cl -0.8290 0.1404 -0.9151 -0.1 -0.3 -0.4
C -2.4975 -2.1883 -5.3959 -0.2 -0.3 -0.6
C -0.0741 -2.5791 -3.8822 0.3 0.2 0.3
C -1.4290 0.3871 -4.1218 0.1 -1.0 -1.4
H -2.3244 -3.2670 -5.3507 -0.3 0.0 -0.1
H -2.0991 -1.8228 -6.3461 -0.2 0.0 -0.1
H -3.5570 -1.9572 -5.2659 0.0 -0.1 -0.4
H -2.3610 0.9313 -3.9337 0.2 -0.2 0.4
H -1.2577 0.5522 -5.2083 0.1 -0.1 0.2
H -0.5968 0.8771 -3.5735 -0.6 -0.1 0.0
H 0.4713 -2.4999 -2.9369 0.0 0.1 -0.1
H 0.6430 -2.5560 -4.7176 -0.3 0.3 0.2
H -0.5784 -3.5405 -3.9116 0.1 -0.4 0.1
F 2.2513 -2.7295 -0.9492 1.0 0.2 0.1
Te 2.8786 -1.3766 0.2378 -2.7 0.8 0.3
F 4.6111 -2.1529 -0.0302 -1.2 1.0 0.2
F 3.2179 -0.0957 -1.1203 0.3 -1.2 0.5
F 2.7725 -2.5158 1.7577 0.7 -0.3 -0.3
F 3.4461 -0.0342 1.4615 0.9 -0.6 -0.5
O 1.1337 -0.8942 0.5115 2.1 -0.7 -0.1
```
Forces are in eV/Å.

***

[3]
Density functional theory data (ωB97M-V/def2-TZVPD) for C5H12N2O as an isolated structure.

LUMO energy = 1.014 eV
Net charge = 0
Gap between HOMO and LUMO = 10.02 eV
HOMO energy = -9.00 eV
Spin multiplicity = 1

The geometry in XYZ format:
```
20
Properties=species:S:1:pos:R:3:forces:R:3
C -1.1455 -0.1766 -0.7795 -0.3 -1.9 1.4
C 0.2723 -0.2428 -1.4703 -2.2 -0.5 -3.1
C 0.9516 -0.6150 -0.2340 1.9 0.4 0.6
C -0.1896 0.0434 0.4589 -1.1 2.6 1.8
C -0.4858 0.0047 2.0424 -3.3 0.7 -2.2
H -2.9174 0.5552 -1.5495 2.2 0.8 1.9
H -1.9649 1.9116 -1.4794 1.1 -3.3 1.9
H -1.9133 -1.1063 -0.7432 2.5 1.6 -0.2
H 0.4205 -0.8995 -2.2877 -0.1 -0.9 -1.0
H 0.3629 0.7362 -1.8884 0.8 0.9 0.1
H 0.9074 -1.6817 -0.1772 0.0 -0.9 0.3
H 3.0191 -0.7989 -0.5482 -0.9 0.0 0.6
H 2.7085 0.7191 -0.1584 -1.5 -1.3 0.5
H -0.0572 1.1032 0.0608 0.4 -0.4 1.9
H -1.0686 0.9952 2.2910 0.3 -2.3 -0.5
H -1.1712 -0.9947 2.1890 1.7 2.2 0.3
H 1.3245 -0.3596 2.3434 0.6 0.0 0.2
N -2.0713 0.9179 -0.9285 -4.0 2.1 -3.9
N 2.3662 -0.2642 0.0580 1.1 0.9 -0.8
O 0.6515 0.1529 2.8008 0.8 -0.8 0.1
```
Forces are in eV/Å.

***

[4]
Density functional theory data (ωB97M-V/def2-TZVPD) for a 2-piece molecular cluster, C2H4O3 overall.

LUMO energy = 0.672 eV
Net charge = 0
Gap between HOMO and LUMO = 9.71 eV
SMILES = C=C=O.OO
HOMO energy = -9.04 eV
Spin multiplicity = 1

The geometry in XYZ format:
```
9
Properties=species:S:1:pos:R:3:forces:R:3
C -0.0343 1.1486 0.3358 -1.9 3.7 3.4
C -1.1566 0.7949 -0.1657 -5.1 -2.5 -3.3
O -2.1430 0.3777 -0.6603 2.6 1.4 1.7
H 0.7807 0.9441 -0.1921 3.6 -0.3 -2.4
H -0.1698 2.0411 0.9849 0.7 -0.8 -0.3
O 0.8790 -1.3555 -0.6426 0.9 0.0 -2.6
O 0.3022 -1.4331 0.6261 0.4 3.3 1.2
H 1.1040 -2.2397 -0.9213 0.0 -0.6 0.2
H 0.4379 -0.2780 0.6353 -1.2 -4.2 2.0
```
Forces are in eV/Å.

***

[5]
Density functional theory data (ωB97M-V/def2-TZVPD) for an isolated ion of composition C4H10NO2 and charge +1.

LUMO energy = -3.241 eV
Net charge = +1
Gap between HOMO and LUMO = 10.36 eV
SMILES = C/C(O)=C/[NH2+]CO
HOMO energy = -13.60 eV
Spin multiplicity = 1

The geometry in XYZ format:
```
17
Properties=species:S:1:pos:R:3:forces:R:3
C -2.5329 -0.6431 0.1885 -0.3 -1.6 -0.3
C -1.4213 0.2576 -0.0078 3.5 -0.8 -1.5
O -1.6900 1.5467 0.0192 2.5 0.7 -0.6
C -0.1817 -0.2507 -0.4505 -1.5 1.9 1.5
N 1.1191 0.4620 -0.4907 -1.9 3.0 -0.7
C 2.1253 -0.0985 0.4800 -1.0 -0.6 2.0
O 3.3604 0.0598 -0.0014 1.8 0.6 -0.7
H -2.0223 -1.6184 -0.0201 -1.6 0.3 0.3
H -3.0160 -0.6076 1.1843 0.6 -0.1 -0.4
H -3.3045 -0.3512 -0.5494 0.3 -0.6 0.2
H -2.4748 1.7020 0.4921 -1.8 0.5 0.9
H 0.1229 -1.2536 -0.5144 -0.9 -1.4 0.0
H 1.5168 0.4370 -1.4456 -0.1 -0.1 0.4
H 0.9296 1.5265 -0.3330 0.6 -2.2 -0.1
H 1.9674 0.4842 1.4236 0.5 -0.3 -0.8
H 1.8758 -1.1499 0.7791 -0.2 0.7 -0.9
H 3.6262 -0.5027 -0.7539 -0.4 0.0 0.7
```
Forces are in eV/Å.

***

What is the net charge in the third record?
0

***

Which of these has the lowest LUMO energy?
C4H10NO2